1.
C41H116MnO23SV as an isolated structure in a non-equilibrium geometry, computed with wB97M-V/def2-TZVPD.

As for the net charge: +1. As for the spin multiplicity: 6. For the highest occupied orbital energy (alpha / beta), the calculation gives -10.92 / -10.92 eV.

```
183
Properties=species:S:1:pos:R:3:mulliken_spin:R:1
Mn -3.8272 2.3277 3.3245 4.87
O -0.1533 0.2186 1.0136 0.00
V -0.8684 -0.1628 -0.3670 0.01
O 0.0589 0.5506 -1.5147 -0.01
S -3.4329 0.4694 0.4703 0.07
O -4.7202 0.0971 -0.0650 0.00
O -3.5813 1.1963 1.7077 -0.03
O -2.6480 -0.7186 0.7926 0.02
O -2.5906 1.1271 -0.5374 0.01
C -4.5008 0.2889 -3.3390 0.00
O -4.6015 -0.7932 -2.5164 0.00
H -4.2509 -0.0401 -4.3477 0.00
H -5.4675 0.7923 -3.3470 0.00
H -3.7394 1.0138 -3.0513 0.00
H -4.7274 -0.3973 -1.6509 0.00
C 0.9235 -1.8150 4.7401 0.00
O -0.2678 -2.3750 5.2523 0.00
H 1.0564 -0.8769 5.2790 0.00
H 1.8280 -2.4163 4.8322 0.00
H 0.8383 -1.6896 3.6607 0.00
H -0.6057 -3.0704 4.6832 0.00
C -0.2902 -2.9960 0.7889 0.00
O 0.2686 -2.2888 -0.2935 0.00
H 0.3633 -3.4122 1.5557 0.00
H -1.0701 -2.3656 1.2160 0.00
H -0.8589 -3.7872 0.3005 0.00
H 0.8630 -2.9175 -0.7095 0.00
C -2.7566 -0.4068 4.1211 -0.01
O -3.1137 0.8461 4.7152 0.03
H -1.8920 -0.2979 3.4663 0.01
H -2.5335 -1.0421 4.9782 0.00
H -3.5442 -0.9605 3.6100 0.00
H -3.0351 0.8550 5.6720 0.00
C -1.5773 -2.4371 -2.9694 0.00
O -1.8650 -1.3555 -2.1083 0.00
H -0.9341 -3.2358 -2.6001 0.00
H -2.4817 -2.9841 -3.2357 0.00
H -1.0887 -2.0370 -3.8578 0.00
H -2.7145 -0.9649 -2.3257 0.00
C -0.8221 -6.4458 4.0061 0.00
C -1.9064 -5.3665 4.0959 0.00
C -2.4554 -5.1390 5.5566 0.00
O -1.4143 -4.1747 3.5605 0.00
H -1.1272 -7.4207 4.3863 0.00
H 0.0710 -6.1477 4.5554 0.00
H -0.5710 -6.6434 2.9640 0.00
H -2.6961 -5.7296 3.4382 0.00
H -3.0643 -5.9562 5.9432 0.00
H -3.0793 -4.2453 5.5583 0.00
H -1.6799 -4.8974 6.2835 0.00
H -2.0946 -3.7827 3.0081 0.00
C -1.7424 5.5251 2.4670 -0.01
C -1.5621 4.0649 2.0195 -0.02
C -0.1640 3.6978 1.6103 -0.02
O -1.9610 3.2977 3.1772 0.00
H -1.3912 6.2473 1.7299 0.00
H -1.2612 5.7993 3.4058 0.00
H -2.7959 5.6305 2.7263 0.00
H -2.3160 3.9698 1.2380 0.06
H 0.2787 4.5488 1.0927 0.00
H -0.2631 2.8461 0.9374 0.00
H 0.5129 3.4992 2.4413 0.00
H -1.2612 3.3544 3.8320 0.00
C -4.0484 -3.5424 -0.3073 0.00
C -4.5888 -3.3651 1.0919 0.00
C -5.0957 -4.6517 1.6931 0.00
O -3.5129 -2.8938 1.8844 0.00
H -4.8540 -3.9152 -0.9399 0.00
H -3.2550 -4.2875 -0.3659 0.00
H -3.7309 -2.6373 -0.8250 0.00
H -5.3760 -2.6150 1.1685 0.00
H -5.1999 -4.4832 2.7649 0.00
H -4.4138 -5.4950 1.5842 0.00
H -6.0620 -4.9696 1.3014 0.00
H -3.2762 -2.0329 1.5317 0.00
C 1.3460 1.9619 5.6053 0.00
C 0.2506 2.8701 6.1350 0.00
C 0.6281 3.7384 7.3423 0.00
O -0.1362 3.7686 5.1163 0.00
H 2.1851 2.5694 5.2662 0.00
H 1.0252 1.4712 4.6864 0.00
H 1.7374 1.2140 6.2949 0.00
H -0.6599 2.3094 6.3467 0.00
H 1.5483 4.2628 7.0847 0.00
H 0.8859 3.1176 8.2003 0.00
H -0.0256 4.5209 7.7278 0.00
H 0.6319 4.2685 4.8303 0.00
C 5.4980 2.0123 -1.7982 0.00
C 4.6289 1.0117 -2.5451 0.00
C 3.1313 1.2364 -2.3818 0.00
O 4.9534 1.0543 -3.9221 0.00
H 5.4430 1.8047 -0.7296 0.00
H 5.0737 3.0067 -1.9368 0.00
H 6.5543 1.9688 -2.0638 0.00
H 4.8602 0.0051 -2.1968 0.00
H 2.9607 2.2075 -2.8466 0.00
H 2.6617 1.2215 -1.3982 0.00
H 2.6333 0.5242 -3.0397 0.00
H 5.1933 1.9622 -4.1215 0.00
C -3.1818 5.4394 -2.6998 0.00
C -3.2707 4.4217 -1.5758 0.00
C -4.6626 3.8206 -1.4112 0.00
O -2.4139 3.3518 -1.9513 0.00
H -3.5104 5.0802 -3.6750 0.00
H -2.1891 5.8793 -2.7947 0.00
H -3.7813 6.3311 -2.5165 0.00
H -2.9894 4.8953 -0.6352 0.00
H -5.2996 4.6771 -1.1906 0.00
H -4.7120 3.2376 -0.4916 0.00
H -5.0194 3.2565 -2.2728 0.00
H -2.6173 2.5737 -1.4270 0.00
C -1.4764 1.1783 -6.2710 0.00
C -1.4096 1.7051 -4.8110 0.00
C 0.0114 2.0674 -4.3867 0.00
O -2.1976 2.9025 -4.7453 0.00
H -1.1078 1.9474 -6.9498 0.00
H -2.4684 0.8745 -6.6053 0.00
H -0.8489 0.3077 -6.4619 0.00
H -1.9104 1.0678 -4.0823 0.00
H 0.4073 2.8833 -4.9914 0.00
H 0.6382 1.2254 -4.6805 0.00
H 0.1509 2.1972 -3.3135 0.00
H -2.0908 3.2564 -3.8593 0.00
C 2.8920 -6.4375 3.7079 0.00
C 3.6602 -5.3046 3.0141 0.00
C 2.7384 -4.2722 2.2933 0.00
O 4.2171 -4.5865 4.0603 0.00
H 3.4042 -7.2622 4.2034 0.00
H 2.0879 -6.8387 3.0911 0.00
H 2.2934 -5.9965 4.5049 0.00
H 4.4114 -5.7551 2.3654 0.00
H 2.3104 -4.7809 1.4295 0.00
H 3.3483 -3.4285 1.9703 0.00
H 1.9989 -3.8448 2.9704 0.00
H 4.6832 -5.2467 4.5783 0.00
C 1.9208 -4.0828 -3.9764 0.00
C 2.6760 -4.0163 -2.6252 0.00
C 3.3848 -2.6477 -2.5274 0.00
O 1.7565 -4.0783 -1.5635 0.00
H 1.1986 -4.8952 -4.0573 0.00
H 2.5679 -3.9997 -4.8496 0.00
H 1.3614 -3.1552 -4.0975 0.00
H 3.3948 -4.8258 -2.4981 0.00
H 2.6373 -1.8566 -2.5861 0.00
H 4.1522 -2.5397 -3.2939 0.00
H 3.7987 -2.4862 -1.5320 0.00
H 1.5894 -5.0129 -1.4213 0.00
C 2.8348 2.0477 1.4652 0.00
C 3.1868 0.6581 2.0012 0.00
C 3.3018 -0.3703 0.9103 0.00
O 4.4247 0.7945 2.5640 0.00
H 3.4922 2.3590 0.6534 0.00
H 2.8375 2.7945 2.2592 0.00
H 1.8999 1.8751 0.9321 0.00
H 2.5016 0.2793 2.7596 0.00
H 4.1066 -0.1494 0.2093 0.00
H 2.4169 -0.2456 0.2862 0.00
H 3.3886 -1.4226 1.1810 0.00
H 4.6103 -0.0385 3.0037 0.00
C 0.7471 6.7832 -2.5348 0.00
C 0.9966 6.0822 -1.1751 0.00
C 1.8247 4.8810 -1.3430 0.00
O 1.6345 6.9827 -0.2866 0.00
H 0.0414 7.5986 -2.3762 0.00
H 0.2346 6.1326 -3.2435 0.00
H 1.6164 7.2326 -3.0148 0.00
H 0.0307 5.8918 -0.7072 0.00
H 1.3694 4.2087 -2.0702 0.00
H 2.0146 4.3468 -0.4120 0.00
H 2.8216 5.1364 -1.7023 0.00
H 0.9587 7.6461 -0.1290 0.00
C 2.5147 0.7062 -6.7444 0.00
C 2.7251 -0.8072 -6.3868 0.00
C 2.4708 -1.6353 -7.6194 0.00
O 4.0914 -1.0032 -6.0663 0.00
H 2.8947 0.9292 -7.7414 0.00
H 3.0314 1.3805 -6.0614 0.00
H 1.4572 0.9500 -6.8458 0.00
H 2.1184 -1.1031 -5.5310 0.00
H 2.6704 -2.6614 -7.3104 0.00
H 3.1414 -1.3916 -8.4435 0.00
H 1.4643 -1.4704 -8.0038 0.00
H 4.3044 -0.2964 -5.4526 0.00
```

=====

2.
C41H22F15GeNO3PtS5 as an isolated structure in a non-equilibrium geometry, computed with wB97M-V/def2-TZVPD.

As for the spin multiplicity: 1. For the highest occupied orbital energy, the calculation gives -7.76 eV. As for the energy relative to the best compared isomer or geometry (same formula, charge and spin): 245.5 kJ/mol.

```
89
Properties=species:S:1:pos:R:3:mulliken_charge:R:1
Pt 0.9342 -0.7390 0.6277 0.67
S 1.7741 -2.4708 -0.7522 -0.19
C 2.6304 -2.8232 0.6940 0.45
N 2.3863 -1.9817 1.6509 -0.13
C 3.0725 -2.2732 2.8311 -1.36
C 3.0203 -1.5660 4.0462 -0.05
C 3.7229 -2.1110 5.0942 -0.56
C 4.4446 -3.3065 4.9922 -0.83
C 4.5062 -3.9934 3.7909 -0.56
C 3.8066 -3.4568 2.7099 1.04
S 3.7088 -4.1139 1.0980 -0.25
H 2.4772 -0.6715 3.9721 0.99
H 3.7499 -1.5962 6.0503 0.33
H 4.9747 -3.6818 5.8569 0.41
H 5.0685 -4.9123 3.6939 0.39
O -0.2583 1.1800 1.5087 -0.29
S -1.3781 1.7949 0.6665 0.74
C -2.6096 1.7048 2.0594 -1.05
C -3.2177 0.3291 2.3425 -1.29
C -2.1909 -0.7286 2.7963 -0.10
C -1.4748 -0.3095 4.0912 -0.76
S 0.0882 -1.2197 4.1654 0.22
O 0.8019 -0.3108 3.2210 -0.43
C 0.7855 -0.7538 5.7433 1.25
C 0.1459 -1.1869 6.9094 -0.47
C 0.4669 -0.7600 8.1789 -0.67
C 1.4367 0.2281 8.3163 -0.46
C 2.0632 0.6764 7.1738 -0.48
C 1.8375 0.1435 5.8999 -0.84
C -0.8892 3.5082 1.1100 0.56
C -1.7934 4.5070 1.4500 -0.29
C -1.3247 5.7786 1.7568 -0.67
C 0.0332 6.0526 1.7070 -0.49
C 0.9254 5.0540 1.3416 -0.63
C 0.4704 3.7801 1.0393 -0.55
H -3.4058 2.3992 1.7752 0.44
H -2.1186 2.1096 2.9399 0.72
H -3.7537 -0.0138 1.4545 0.43
H -3.9619 0.4541 3.1360 0.43
H -1.4825 -0.8692 1.9774 -0.33
H -2.6706 -1.6957 2.9626 0.59
H -2.1250 -0.4233 4.9633 0.73
H -1.1001 0.7129 4.0671 0.13
H -0.6928 -1.8720 6.8075 0.39
H -0.0790 -1.1440 9.0298 0.41
H 1.6901 0.6394 9.2839 0.41
H 2.8230 1.4447 7.2603 0.37
H 2.3784 0.6646 5.1271 0.25
H -2.8565 4.3189 1.4776 0.30
H -2.0278 6.5544 2.0311 0.40
H 0.3955 7.0439 1.9455 0.38
H 1.9860 5.2637 1.2928 0.39
H 1.1595 2.9951 0.7596 0.40
O -0.3052 0.2038 -0.5342 -0.32
F -3.6517 -0.4102 -4.9580 -0.30
C -3.1315 0.7985 -4.6938 0.42
C -1.7942 0.9346 -4.3635 -0.34
C -1.3574 2.2224 -4.0887 0.31
F -0.0747 2.4329 -3.7681 -0.39
C -2.1895 3.3245 -4.1435 0.17
F -1.7325 4.5476 -3.8779 -0.31
C -3.5207 3.1451 -4.4822 0.65
F -4.3396 4.1914 -4.5382 -0.31
C -3.9982 1.8767 -4.7586 0.08
F -5.2812 1.7060 -5.0787 -0.29
Ge -0.5025 -0.5422 -4.2192 0.44
S 0.2656 -0.4551 -2.1188 -0.11
C 0.9962 -0.3166 -5.4594 -0.24
C 2.0146 -1.2510 -5.3976 0.62
F 1.9244 -2.2542 -4.5092 -0.32
C 3.1281 -1.2057 -6.2146 -0.14
F 4.0887 -2.1224 -6.1257 -0.28
C 3.2321 -0.1809 -7.1412 0.73
F 4.2913 -0.1137 -7.9387 -0.29
C 2.2295 0.7715 -7.2403 0.04
F 2.3321 1.7479 -8.1390 -0.29
C 1.1312 0.6871 -6.4027 0.48
F 0.1801 1.6171 -6.5476 -0.29
C -1.3247 -2.2273 -4.7773 0.12
C -1.5391 -3.3440 -3.9895 -0.01
F -1.2019 -3.3500 -2.6994 -0.19
C -2.1187 -4.4989 -4.4931 -0.19
F -2.3150 -5.5582 -3.7099 -0.29
C -2.4987 -4.5501 -5.8223 0.74
F -3.0551 -5.6520 -6.3131 -0.30
C -2.3010 -3.4497 -6.6436 0.05
F -2.6695 -3.4969 -7.9225 -0.29
C -1.7212 -2.3206 -6.1028 0.57
F -1.5435 -1.2606 -6.9123 -0.39
```